Record 1
C30H72O30 | wB97M-V/def2-TZVPD

Geometry (Å):
1 C 3.70669 -0.41544 3.80642
2 O 2.77203 -1.45405 3.97537
3 H 4.63654 -0.85498 3.42696
4 H 3.34243 0.41663 3.21049
5 H 3.92724 0.00385 4.81817
6 H 2.27867 -1.53538 3.14957
7 C -0.88480 0.22539 -6.42859
8 O -0.00945 0.87944 -5.47263
9 H -0.71044 0.56414 -7.45224
10 H -0.53220 -0.85535 -6.58216
11 H -1.94334 0.29160 -6.22647
12 H -0.09956 1.80041 -5.71169
13 C 5.44062 -3.65060 -0.24102
14 O 4.85207 -2.46681 -0.78156
15 H 6.52681 -3.63014 -0.48431
16 H 5.28904 -3.60593 0.82423
17 H 4.95669 -4.54246 -0.77185
18 H 4.47918 -2.73604 -1.62185
19 C -0.31961 -0.88384 -2.50766
20 O 0.88352 -0.31195 -2.95760
21 H -0.07604 -1.56759 -1.69427
22 H -1.01434 -0.10481 -2.19235
23 H -0.76062 -1.46160 -3.29480
24 H 0.71899 0.13625 -3.77904
25 C 6.53421 0.65161 -1.78483
26 O 5.30158 -0.01602 -2.13751
27 H 6.49826 1.63030 -2.35271
28 H 6.55154 0.92513 -0.70949
29 H 7.45925 0.12402 -2.11238
30 H 5.15205 -0.82426 -1.59531
31 C 7.24330 -1.18787 -5.03598
32 O 5.83335 -0.97659 -4.92002
33 H 7.46993 -2.14737 -4.60225
34 H 7.47926 -1.22976 -6.08929
35 H 7.83766 -0.46343 -4.52282
36 H 5.64763 -0.64210 -4.07365
37 C -1.81275 2.43103 -1.43796
38 O -0.38678 2.35635 -1.53117
39 C 0.24221 2.51606 -0.36845
40 O -0.28529 2.53570 0.71875
41 O 1.52645 2.59034 -0.61780
42 C 2.34638 2.62521 0.53523
43 H -2.15552 1.61634 -0.87315
44 H -2.06171 2.35614 -2.56425
45 H -2.10607 3.39609 -0.98744
46 H 2.68896 1.62720 0.72305
47 H 1.77210 3.12311 1.32595
48 H 3.20645 3.20439 0.18160
49 C 0.32135 2.17312 4.12410
50 O 1.63936 2.73107 3.73752
51 C 2.43305 2.91491 4.80018
52 O 2.19691 2.83293 6.00038
53 O 3.63567 3.38708 4.29332
54 C 4.47053 3.70824 5.39129
55 H -0.25366 2.15837 3.22772
56 H -0.14709 2.84809 4.83982
57 H 0.38047 1.11557 4.52708
58 H 4.10762 4.56810 5.95425
59 H 5.43404 3.97305 4.89221
60 H 4.67446 2.88068 6.02491
61 C -1.23125 5.92064 -3.62876
62 O 0.04849 5.41684 -3.13729
63 C 0.48166 4.35967 -3.81515
64 O -0.06196 3.84696 -4.73709
65 O 1.57226 3.91828 -3.20534
66 C 2.16757 2.64481 -3.63507
67 H -1.21825 5.96267 -4.74028
68 H -1.38705 6.90075 -3.24647
69 H -2.06195 5.27703 -3.32630
70 H 3.24044 2.75833 -3.42255
71 H 2.00171 2.56102 -4.68837
72 H 1.87882 1.80599 -3.02085
73 C -2.65645 -5.19975 4.60052
74 O -1.89266 -4.17955 5.15601
75 C -2.13708 -2.86694 4.83009
76 O -3.09533 -2.42759 4.31591
77 O -1.09453 -2.08654 5.15947
78 C 0.17916 -2.75826 5.40739
79 H -3.69875 -5.20746 5.01370
80 H -2.20911 -6.12647 4.96174
81 H -2.67270 -5.19019 3.53583
82 H 0.91472 -1.95727 5.52795
83 H 0.48459 -3.17799 4.44959
84 H 0.14133 -3.48609 6.25749
85 C -11.44459 -2.01207 1.92758
86 O -10.19832 -1.49593 2.52206
87 C -9.08081 -1.97682 1.98751
88 O -8.98898 -2.70213 1.01462
89 O -8.03652 -1.41305 2.71384
90 C -6.71456 -1.52077 2.17025
91 H -11.76987 -2.98074 2.33728
92 H -11.39170 -2.04262 0.85481
93 H -12.18976 -1.31672 2.27301
94 H -6.12166 -1.33121 3.08227
95 H -6.59870 -0.84735 1.37016
96 H -6.57425 -2.57207 1.90251
97 C -1.87966 -0.95295 1.95748
98 O -0.96703 -0.49921 0.90682
99 C 0.28735 -0.83991 0.94865
100 O 0.80238 -1.62669 1.72141
101 O 1.00167 -0.11753 0.03592
102 C 2.28067 -0.69349 -0.32144
103 H -2.84815 -0.74236 1.55610
104 H -1.74154 -0.47263 2.92007
105 H -1.67439 -1.99100 2.20312
106 H 3.01963 -0.45771 0.46565
107 H 2.55995 -0.11132 -1.19464
108 H 2.23335 -1.72543 -0.61009
109 C 0.88543 -4.25577 -1.14282
110 O 0.80321 -4.22880 -2.60157
111 C 1.84726 -3.66098 -3.22515
112 O 2.96002 -3.58323 -2.81072
113 O 1.44607 -3.14474 -4.37686
114 C 2.44565 -2.44336 -5.15897
115 H 0.59916 -5.26056 -0.82817
116 H 0.20813 -3.48615 -0.79462
117 H 1.91674 -3.99586 -0.81533
118 H 2.17492 -2.74245 -6.19459
119 H 3.37004 -2.93887 -4.89618
120 H 2.40816 -1.36696 -4.99577
121 C -6.90073 2.50007 -0.63747
122 O -5.81431 1.91387 0.00666
123 C -4.96975 2.60294 0.71753
124 O -4.98818 3.84085 0.77970
125 O -4.16877 1.79585 1.45988
126 C -3.34003 2.52518 2.44988
127 H -7.11430 1.87748 -1.46760
128 H -6.63162 3.52336 -0.91413
129 H -7.71687 2.45859 0.08908
130 H -3.64105 2.14015 3.41765
131 H -3.46047 3.58829 2.35070
132 H -2.31223 2.32030 2.23960

E_LUMO = 0.0183 Ha
2S+1 = 1
F_max = 3.4 eV Å⁻¹
energy = -3443.37418 Ha
molecular weight = 912.88 g mol⁻¹

Record 2
C30H73N7O4 | wB97M-V/def2-TZVPD

Geometry (Å):
1 C 16.68339 21.81568 9.29073
2 C 15.66258 20.87117 9.71984
3 N 16.09842 19.74286 10.58006
4 C 16.90819 18.79378 9.83288
5 C 16.20391 17.93309 8.69571
6 C 14.88784 19.05638 11.03648
7 C 14.47749 19.58283 12.42927
8 H 17.45075 21.23029 8.73752
9 H 17.27945 22.24551 10.07843
10 H 16.38251 22.61373 8.65713
11 H 14.89298 21.36958 10.28721
12 H 15.17404 20.47591 8.87741
13 H 17.73690 19.34273 9.38548
14 H 17.38953 18.13481 10.55456
15 H 15.38950 17.24336 9.08428
16 H 15.79358 18.49208 7.84751
17 H 17.00015 17.20495 8.31437
18 H 15.21248 18.01159 11.21796
19 H 14.09783 18.95605 10.28833
20 H 15.31227 19.41284 13.12652
21 H 13.64858 18.93598 12.83338
22 H 14.08504 20.57573 12.55785
23 C 11.49322 21.80811 13.37190
24 C 11.19775 22.11966 11.88455
25 N 9.80781 22.03522 11.62864
26 C 9.13099 23.23721 12.16994
27 C 9.34727 24.58293 11.35263
28 C 9.35668 21.70976 10.26558
29 C 8.98117 20.21872 10.24155
30 H 10.93660 22.46784 14.03965
31 H 12.58645 21.80697 13.63647
32 H 11.07488 20.82125 13.64438
33 H 11.53291 23.14221 11.71419
34 H 11.77607 21.45041 11.24990
35 H 8.04197 22.97216 12.17934
36 H 9.50109 23.37387 13.20697
37 H 8.80978 25.42458 11.86375
38 H 10.35973 24.93538 11.20863
39 H 8.71942 24.58362 10.45891
40 H 9.93806 21.84438 9.36642
41 H 8.44545 22.27071 9.99837
42 H 9.90927 19.62099 10.02383
43 H 8.34302 19.97243 9.37073
44 H 8.53133 19.85737 11.15018
45 C 9.99433 13.43242 12.00160
46 C 11.04301 12.31986 12.32764
47 N 11.02522 11.74421 13.62433
48 C 9.94199 10.82765 13.78616
49 C 9.67791 10.33381 15.21574
50 C 12.23089 11.00963 13.91809
51 C 13.49353 11.82942 13.89469
52 H 9.04983 13.06499 11.57791
53 H 10.52570 14.11930 11.26563
54 H 9.71250 13.82555 12.96041
55 H 11.01082 11.58699 11.59423
56 H 12.01649 12.82123 12.10055
57 H 8.98670 11.27969 13.49513
58 H 10.13578 9.94920 13.16018
59 H 8.74922 9.70366 15.25474
60 H 10.45605 9.63136 15.57751
61 H 9.54347 11.12448 15.95797
62 H 12.20167 10.16890 13.23771
63 H 12.16110 10.51252 14.86500
64 H 14.39202 11.20210 14.04800
65 H 13.52729 12.57996 14.72047
66 H 13.67068 12.37572 12.97006
67 C 10.18019 17.82250 12.56028
68 O 11.30391 18.27894 12.76254
69 N 9.12189 17.97281 13.37301
70 C 7.84520 17.41621 13.08281
71 C 9.16028 18.69343 14.65111
72 H 10.03676 17.18433 11.70400
73 H 7.39845 16.82626 13.89491
74 H 7.87422 16.75501 12.19735
75 H 7.09474 18.20013 12.85333
76 H 9.97843 19.38672 14.65957
77 H 8.19589 19.16465 14.70199
78 H 9.22001 17.94503 15.42964
79 C 15.82664 11.57556 7.18177
80 O 14.62727 11.38544 7.14994
81 N 16.50884 12.04323 6.09360
82 C 15.86435 12.26248 4.77681
83 C 17.89369 12.45018 6.26287
84 H 16.48124 11.40254 8.03596
85 H 16.41387 12.94116 4.15726
86 H 14.85528 12.63747 4.97976
87 H 15.72706 11.34259 4.18104
88 H 18.49032 11.89731 5.59027
89 H 18.14236 13.53942 6.09884
90 H 18.21705 12.20629 7.27546
91 C 9.72488 15.77341 18.40545
92 O 8.55610 15.90649 18.66415
93 N 10.05609 15.18481 17.17492
94 C 9.03722 14.84634 16.20458
95 C 11.37894 15.18682 16.64174
96 H 10.64131 16.13349 18.98166
97 H 9.59070 14.29140 15.46528
98 H 8.67939 15.72233 15.66999
99 H 8.22899 14.26483 16.60639
100 H 11.41228 15.75825 15.72839
101 H 12.04223 15.61800 17.37692
102 H 11.63211 14.13082 16.35485
103 C 14.62072 14.41940 10.91989
104 O 15.59303 13.80884 10.59281
105 N 14.53009 15.29200 11.96758
106 C 15.70819 15.50288 12.87037
107 C 13.25460 15.75243 12.43612
108 H 13.69965 14.28705 10.39234
109 H 16.65335 15.29889 12.24298
110 H 15.77342 14.78449 13.67612
111 H 15.61646 16.50668 13.30544
112 H 13.17683 16.83018 12.72807
113 H 12.55489 15.54042 11.63956
114 H 12.87206 15.10603 13.22544

E_LUMO = 0.0220 Ha
2S+1 = 1
F_max = 3.1 eV Å⁻¹
energy = -1870.95758 Ha
molecular weight = 595.96 g mol⁻¹

- Which value of 2S+1 does entry 1 give?
  1